No. 1
A structure of composition C45H49ClF5I2MnN5O2SeSi2 at a distorted geometry, computed with ωB97M-V/def2-TZVPD.

Cartesian coordinates (Å):
I  3.68621  3.93559  -6.14092
I  3.71955  -1.07231  -2.80192
Se  -0.38701  1.62737  -3.81266
Mn  0.53356  1.00795  0.16974
Cl  5.07635  -0.02305  2.68403
Si  0.49886  0.89675  2.63369
Si  -3.03661  2.17075  -0.87106
F  -0.59787  4.81137  -7.97373
F  1.65066  0.71840  -8.55273
F  1.18568  0.08092  -5.99991
F  -1.06685  4.21129  -5.41136
F  0.75303  3.07621  -9.58314
O  0.06791  -3.42346  2.13989
O  2.38906  0.99722  -0.81662
N  -1.61427  2.06231  0.28012
N  -0.30112  -0.87274  -0.63015
N  -0.83431  -2.95128  -0.36126
N  0.55082  3.26965  -0.60718
N  -0.33849  -2.87767  -1.62107
C  -1.50389  -6.79517  1.75671
C  -3.86549  2.06352  0.82045
C  3.29636  0.97237  -3.01082
C  -0.98096  -5.52231  2.42937
C  1.89245  3.77325  -0.91431
C  -0.00439  -5.91220  3.55009
C  2.70236  1.61817  -1.90461
C  0.80066  -0.57596  3.83995
C  -2.54730  1.34466  1.25927
C  -0.01893  -1.61064  -1.74174
C  -0.15162  4.06437  0.39571
C  4.29497  -2.57994  2.29310
C  -0.83264  -1.74225  0.20379
C  -0.26359  -4.58154  1.39902
C  -1.48067  3.43257  0.73261
C  -2.31509  1.68787  2.70811
C  -0.00024  2.09558  -5.58361
C  -3.10344  3.67675  -1.97584
C  3.27314  -0.91816  0.87509
C  3.55846  -3.56727  1.66204
C  -1.02155  2.26338  4.65457
C  -3.23329  0.57868  -1.84073
C  3.58826  1.59932  -4.20518
C  4.14858  -1.26120  1.88859
C  -0.40286  3.30848  -6.15090
C  -0.16390  3.63961  -7.47063
C  2.66743  -3.25317  0.63669
C  2.49999  3.01576  -2.06090
C  1.81804  2.16381  3.28716
C  3.31590  2.95127  -4.31922
C  2.78844  3.65711  -3.25020
C  0.71590  1.25620  -6.44304
C  -1.22408  -4.20420  0.23963
C  0.52480  2.76772  -8.29089
C  -3.73365  3.29383  1.73762
C  -2.47766  4.05074  1.36610
C  -2.01303  3.19238  5.02861
C  -1.13207  1.60551  3.39718
C  -2.15722  -4.78429  3.09096
C  0.96881  1.57052  -7.76411
C  2.53459  -1.92029  0.26024
C  -3.48347  2.57898  3.11696
C  0.99012  -5.23709  0.78591
C  -3.15584  3.41974  4.31496
C  1.87976  -4.32372  -0.07762
H  -0.12533  2.16120  5.25613
H  0.78043  -2.92336  1.72023
H  0.40410  -1.19053  -2.64168
H  3.99883  1.04038  -5.03425
H  -4.80072  1.52666  0.98976
H  -0.28494  5.10805  0.07977
H  -2.22861  -6.57364  0.97079
H  -3.86233  4.18908  4.61876
H  -1.83932  3.78976  5.92396
H  -2.00591  -7.41546  2.50253
H  -2.64051  4.54140  -1.50271
H  2.26403  1.81833  4.22489
H  0.66807  -6.06228  0.14801
H  4.97748  -2.82426  3.09581
H  -2.25235  -4.12002  0.58109
H  2.49896  3.64113  -0.01179
H  -4.14208  3.93342  -2.20548
H  3.14923  0.11126  0.56535
H  -0.56058  -6.34255  4.38484
H  -2.29597  0.02463  -1.82125
H  0.46909  4.06937  1.29962
H  -4.02729  -0.05633  -1.43994
H  -2.34664  5.06197  1.73533
H  -2.58706  3.46241  -2.91573
H  1.34793  3.13084  3.47666
H  -2.99020  -4.61857  2.40734
H  0.07945  -1.38770  3.69505
H  -1.17874  -4.95497  -0.54611
H  1.58895  -5.65367  1.59533
H  0.53021  -5.03395  3.91053
H  -1.83620  -3.82133  3.48483
H  -2.51577  0.27827  1.01732
H  -4.61431  3.94441  1.74116
H  -0.69500  -7.38569  1.32351
H  1.87132  4.84592  -1.15369
H  1.80231  -1.00233  3.72856
H  1.84752  -1.63760  -0.53244
H  -4.41862  1.99246  3.28724
H  1.27485  -3.84100  -0.84815
H  0.69630  -0.21482  4.86570
H  0.72025  -6.65878  3.22236
H  2.57524  4.71503  -3.34636
H  2.63091  2.30901  2.56571
H  -2.53868  -5.38506  3.91855
H  -3.44211  0.79200  -2.89023
H  -1.15543  -1.54249  1.21331
H  3.68844  -4.59896  1.97010
H  0.01167  3.23562  -1.47404
H  2.58183  -4.97532  -0.60615

Forces on the atoms, in the same order (eV/Å):
I -0.031 -0.078 0.141
I 0.082 0.164 -0.339
Se -0.181 -0.205 0.318
Mn -0.402 0.849 -0.708
Cl 0.028 0.030 0.029
Si -0.231 0.206 1.644
Si 0.025 -0.052 0.464
F 0.016 -0.004 0.017
F -0.005 0.015 0.016
F -0.002 -0.027 -0.040
F -0.035 0.009 -0.024
F 0.027 0.009 0.039
O -0.146 -0.203 0.213
O -0.500 0.072 -0.248
N 0.259 -0.060 -0.402
N -0.205 0.092 -0.458
N -0.436 0.237 -0.110
N 0.071 -0.072 -0.187
N -0.183 0.223 -0.132
C 0.029 0.068 0.011
C -0.124 0.088 -0.317
C 0.018 -0.267 0.209
C 0.004 0.034 -0.043
C -0.033 -0.050 0.067
C 0.002 0.027 -0.087
C 0.254 0.420 -0.529
C 0.088 -0.195 -0.370
C 0.113 -0.033 0.239
C -0.385 0.045 -0.170
C 0.042 -0.116 0.193
C 0.056 -0.088 0.048
C 0.169 -0.066 0.048
C 0.194 -0.174 -0.005
C -0.089 0.110 -0.168
C -0.130 -0.122 0.002
C 0.190 0.152 -0.205
C 0.024 -0.120 -0.145
C 0.255 0.009 0.664
C 0.084 0.007 0.049
C 0.147 -0.107 0.081
C -0.087 0.087 -0.078
C -0.063 0.112 -0.029
C -0.185 -0.158 -0.140
C 0.025 -0.118 0.049
C 0.011 0.040 -0.033
C -0.050 0.035 0.075
C -0.046 -0.034 0.116
C 0.081 -0.119 -0.309
C 0.071 0.078 -0.194
C -0.016 -0.016 0.017
C -0.067 0.060 0.068
C 0.012 -0.051 0.103
C -0.053 -0.015 -0.039
C 0.059 -0.044 0.094
C -0.045 -0.060 0.048
C -0.066 -0.026 -0.067
C -0.007 0.063 -0.201
C 0.089 0.021 -0.063
C 0.040 -0.030 -0.033
C -0.033 -0.110 0.140
C -0.035 0.027 0.078
C 0.112 0.197 0.213
C 0.045 0.027 -0.044
C -0.104 -0.061 -0.205
H 0.012 0.064 -0.028
H 0.147 -0.040 0.058
H 0.004 0.077 0.000
H 0.005 -0.010 0.013
H 0.032 -0.023 0.065
H -0.007 0.000 0.005
H -0.026 -0.009 -0.011
H 0.021 0.003 0.036
H -0.019 0.015 0.004
H -0.012 -0.013 -0.009
H -0.039 0.017 0.027
H -0.014 0.027 0.019
H -0.011 -0.096 0.082
H 0.018 -0.013 0.006
H -0.027 0.044 0.048
H 0.001 0.019 0.009
H -0.026 -0.030 0.039
H 0.226 -0.280 0.117
H -0.005 -0.021 -0.004
H -0.018 -0.028 -0.023
H 0.020 0.019 -0.014
H 0.014 0.018 0.066
H 0.050 0.003 -0.012
H 0.002 0.004 0.030
H -0.042 0.000 -0.007
H -0.018 0.020 -0.033
H 0.011 0.054 0.031
H -0.074 0.048 -0.044
H 0.065 -0.053 -0.011
H 0.004 -0.004 0.024
H -0.018 0.000 0.029
H 0.006 0.015 -0.130
H -0.008 -0.003 -0.049
H -0.007 -0.011 -0.002
H 0.015 -0.005 0.011
H 0.082 -0.054 -0.016
H 0.468 -0.178 0.317
H -0.023 0.029 -0.068
H 0.391 -0.332 0.088
H -0.034 0.069 -0.011
H 0.026 0.007 -0.011
H -0.003 -0.002 -0.003
H 0.035 -0.029 0.057
H -0.015 -0.013 -0.004
H -0.003 -0.006 0.005
H -0.023 0.029 -0.048
H -0.027 -0.019 0.018
H 0.057 -0.019 -0.039
H 0.038 -0.024 -0.001

Summary:
- HOMO energy (eV) = 0.2
- DFT total energy (hartree) = -7854.82933
- gap between HOMO and LUMO (eV) = 3.21
- charge = -2
- maximum force (hartree/bohr) = 0.0325
- multiplicity = 6

=====

No. 2
An isolated molecule of C18H15Cl2N3O3 at a distorted geometry, computed with ωB97M-V/def2-TZVPD.

Cartesian coordinates (Å):
Cl  1.91126  -2.87696  -1.53218
Cl  -1.90180  -1.74496  2.07657
O  3.36790  -0.75962  -0.31835
O  -2.16167  3.34941  0.57884
O  3.02748  2.64719  0.37509
N  -0.37509  0.91943  -1.09218
N  -1.53535  1.45206  -0.59262
N  1.88866  1.35297  -1.11720
C  -3.90463  1.12216  -0.12315
C  -0.31723  -1.48621  1.45225
C  0.49763  -0.51294  2.00474
C  1.37098  -1.98520  -0.16075
C  0.16142  2.93898  -0.09548
C  3.99367  0.51914  -0.27409
C  0.12580  -2.24351  0.37849
C  -5.02024  0.30639  -0.18084
C  -4.95141  -0.94686  -0.76460
C  -2.62926  -0.58477  -1.25024
C  -1.33085  2.66084  0.04049
C  -2.70132  0.67329  -0.65698
C  4.98588  0.67342  0.87498
C  2.20038  -0.98160  0.35839
C  -3.75230  -1.38691  -1.30028
C  1.74882  -0.27009  1.46464
C  2.94614  1.64224  -0.28342
C  0.59325  1.71741  -0.82509
H  4.50110  0.55164  1.83901
H  5.42599  1.66545  0.83115
H  2.35784  0.50447  1.90193
H  -3.96314  2.09400  0.33687
H  0.34240  3.85444  -0.66026
H  -0.50149  -3.00695  -0.05122
H  -3.68925  -2.36298  -1.75826
H  -1.68913  -0.91757  -1.65914
H  1.94030  0.49060  -1.64952
H  0.15445  0.06548  2.84741
H  -5.95151  0.65681  0.23845
H  5.76771  -0.07517  0.78310
H  4.54694  0.56998  -1.22321
H  0.65022  3.05873  0.87244
H  -5.82663  -1.57790  -0.80140

Forces on the atoms, in the same order (eV/Å):
Cl -0.025 -0.124 -0.182
Cl -0.180 -0.057 0.131
O -0.076 -0.134 0.078
O -0.034 0.130 0.117
O 0.053 0.101 0.164
N 1.263 -0.139 -0.283
N -0.231 0.522 0.163
N 0.096 -0.045 -0.653
C 0.022 0.211 0.091
C 0.244 0.029 -0.098
C -0.136 -0.109 -0.073
C 0.219 0.235 0.178
C -0.061 -0.079 0.017
C 0.428 0.283 0.255
C 0.024 0.145 0.136
C 0.023 -0.120 -0.050
C -0.125 -0.085 0.011
C 0.084 0.028 -0.052
C 0.049 0.137 0.016
C -0.244 -0.263 -0.057
C -0.265 -0.092 -0.274
C -0.274 -0.295 0.034
C -0.052 0.041 0.018
C 0.240 -0.068 -0.093
C 0.060 -0.252 -0.313
C -0.858 -0.028 0.296
H -0.023 0.032 0.079
H 0.047 0.059 0.031
H 0.081 0.068 0.052
H 0.018 0.031 0.004
H -0.015 -0.005 0.009
H -0.061 -0.076 -0.054
H 0.017 -0.078 -0.043
H 0.016 -0.052 -0.041
H 0.063 0.038 0.170
H -0.056 0.046 0.093
H -0.069 0.043 0.035
H 0.041 -0.053 -0.029
H -0.137 0.039 0.152
H -0.091 -0.009 -0.027
H -0.076 -0.052 -0.007

Summary:
- HOMO energy (eV) = -8.1
- DFT total energy (hartree) = -2005.31556
- gap between HOMO and LUMO (eV) = 8.61
- structure (SMILES) = C[C@@H](Oc1ccc(Cl)cc1Cl)C(=O)NC1=NN(c2ccccc2)C(=O)C1
- maximum force (hartree/bohr) = 0.0253
- multiplicity = 1

=====

No. 3
A cluster of 2 separate species, C3H9NO2 in total at a distorted geometry, computed with ωB97M-V/def2-TZVPD.

Cartesian coordinates (Å):
O  1.75855  0.04693  1.29627
O  -2.01928  1.75024  -0.58864
N  -0.35460  -0.70626  1.38338
C  0.89284  -0.62227  0.69238
C  1.17054  -1.45765  -0.44712
C  -0.64838  1.60565  -0.81312
H  2.00371  -2.21974  -0.14205
H  -0.72993  0.81923  -1.57943
H  0.05500  1.31761  0.15311
H  -2.46028  1.12545  0.07989
H  1.73832  -0.92593  -1.30584
H  -1.12407  -1.19886  0.85038
H  -0.34033  -0.16811  2.32231
H  0.28368  -1.95258  -0.72469
H  -0.22577  2.58629  -1.17683

Forces on the atoms, in the same order (eV/Å):
O -1.074 -0.904 -1.682
O -2.558 0.067 2.365
N 0.911 -0.304 -1.281
C 0.526 2.061 5.449
C 3.432 -0.870 -1.694
C 1.735 -0.641 1.431
H -1.778 1.134 -0.212
H 1.812 0.132 -0.048
H -2.121 0.825 -2.623
H 1.698 1.295 -1.476
H -1.486 -0.515 1.363
H 0.941 1.136 1.816
H -0.607 -1.472 -2.495
H -0.777 -0.823 -0.975
H -0.655 -1.119 0.062

Summary:
- HOMO energy (eV) = -10.0
- DFT total energy (hartree) = -324.87891
- gap between HOMO and LUMO (eV) = 10.54
- structure (SMILES) = CC(N)=O.CO
- maximum force (hartree/bohr) = 0.1138
- multiplicity = 1

=====

No. 4
An isolated molecule of C16H27N5O3, computed with ωB97M-V/def2-TZVPD.

Cartesian coordinates (Å):
O  5.50807  2.38571  -0.22032
O  5.55765  -2.12233  0.15750
O  -1.85346  -0.00473  -1.13884
N  3.55318  -1.07578  -0.15071
N  3.56515  1.28466  -0.34345
N  1.61175  0.09561  -0.51158
N  -3.18649  0.44664  0.64387
N  5.58569  0.10992  -0.03027
C  6.91556  2.33376  -0.07054
C  0.83934  1.31219  -0.57129
C  -5.12831  -0.94095  0.03612
C  -4.48948  -1.88733  -0.97317
C  -4.51301  1.12484  -1.32213
C  -1.99912  0.20994  0.04824
C  -5.37838  1.34703  1.00471
C  0.05952  1.48715  0.73225
C  0.81629  -1.09684  -0.35760
C  4.87513  1.21970  -0.19787
C  -4.53205  0.48200  0.06263
C  -0.81949  0.26018  1.02603
C  4.86148  -1.00411  -0.01578
C  4.81216  -3.32427  0.17081
C  0.02449  -1.02150  0.94916
C  2.93120  0.10526  -0.32179
H  -0.62019  -1.89829  1.03655
H  0.12288  -1.15783  -1.20066
H  0.76987  1.61436  1.55242
H  -3.18232  0.55138  1.64676
H  7.36683  1.74291  -0.86981
H  1.48152  -1.95947  -0.35609
H  -6.19594  -0.85864  -0.17738
H  7.18547  1.88416  0.88698
H  5.53809  -4.12178  0.31447
H  -3.41085  -1.91444  -0.85403
H  -4.87832  -2.89348  -0.83074
H  4.27879  -3.45855  -0.77282
H  -5.02511  -1.36608  1.03873
H  4.08486  -3.31905  0.98584
H  -4.71137  -1.57772  -1.99007
H  -6.37933  1.47043  0.60101
H  -5.51000  1.09388  -1.75332
H  -5.46188  0.88490  1.98722
H  -0.55935  2.38431  0.67215
H  0.72528  -1.02575  1.78767
H  -4.93135  2.33242  1.11793
H  -4.19637  2.16253  -1.24366
H  -3.82062  0.60707  -1.97594
H  1.52453  2.14456  -0.72710
H  7.25535  3.36627  -0.11857
H  0.14207  1.23309  -1.41003
H  -1.20944  0.35200  2.04650

Forces on the atoms, in the same order (eV/Å):
O -0.321 0.052 -0.046
O 0.208 0.277 -0.009
O 0.049 -0.120 -0.487
N 0.064 -0.441 0.081
N -0.132 0.377 -0.003
N -0.182 -0.029 -0.074
N -0.410 0.101 0.374
N 0.488 0.074 0.029
C 0.495 0.001 0.054
C -0.110 0.541 -0.020
C 0.165 0.079 -0.155
C -0.095 0.058 0.206
C 0.101 -0.159 0.074
C 0.334 0.063 0.783
C 0.185 -0.108 -0.169
C -0.070 -0.083 -0.203
C -0.134 -0.548 0.052
C -0.251 -0.710 0.065
C -0.368 -0.047 -0.117
C 0.030 -0.001 0.004
C -0.368 0.556 -0.051
C -0.242 -0.418 0.006
C -0.109 0.057 -0.239
C 0.771 0.191 -0.076
H 0.016 -0.055 0.050
H 0.147 -0.066 0.091
H 0.007 0.047 0.027
H 0.174 -0.018 -0.099
H 0.001 0.077 0.073
H -0.152 0.079 -0.029
H -0.081 0.028 0.063
H 0.016 0.064 -0.084
H -0.036 0.051 -0.008
H 0.110 -0.049 -0.049
H -0.024 -0.092 -0.046
H 0.045 -0.032 0.088
H -0.079 0.065 0.051
H 0.062 -0.044 -0.069
H 0.039 -0.005 -0.147
H -0.107 -0.019 -0.024
H -0.166 0.026 -0.014
H -0.028 -0.056 0.143
H 0.016 0.063 0.044
H 0.002 -0.038 0.032
H 0.036 0.104 0.010
H 0.027 0.123 -0.018
H -0.053 0.041 -0.092
H -0.176 -0.071 -0.023
H -0.029 -0.059 0.002
H 0.127 0.073 0.055
H 0.010 -0.001 -0.104

Summary:
- HOMO energy (eV) = -8.5
- DFT total energy (hartree) = -1125.45266
- gap between HOMO and LUMO (eV) = 9.10
- structure (SMILES) = CCC(C)(C)NC(=O)C1CCN(c2nc(OC)nc(OC)n2)CC1
- maximum force (hartree/bohr) = 0.0166
- multiplicity = 1

=====

No. 5
An isolated molecule of C4H6N2 at a distorted geometry, computed with ωB97M-V/def2-TZVPD.

Cartesian coordinates (Å):
N  -0.41214  1.13281  -0.04451
N  -1.23384  -1.72331  0.80257
C  -1.48854  -0.71044  1.33850
C  -0.08087  0.16025  0.92166
C  0.16650  0.35670  -1.14897
C  0.97398  -0.40683  -0.07907
H  0.22155  0.43423  1.92564
H  1.10056  -1.48223  -0.18864
H  -1.35836  1.48615  -0.07205
H  -0.54788  -0.29935  -1.66489
H  1.94456  0.07140  0.10156
H  0.71487  0.96041  -1.87924

Forces on the atoms, in the same order (eV/Å):
N -0.206 0.317 0.049
N -0.998 -0.099 0.495
C 1.272 -0.864 -1.021
C 0.151 0.373 0.328
C 0.029 0.005 -0.193
C -0.078 -0.137 0.146
H 0.153 0.279 -0.093
H -0.117 0.187 0.072
H 0.098 0.041 -0.112
H 0.034 0.147 0.121
H -0.286 -0.091 0.065
H -0.052 -0.159 0.144

Summary:
- HOMO energy (alpha / beta) (eV) = -9.7 / -9.7
- DFT total energy (hartree) = -265.40675
- gap between HOMO and LUMO (alpha / beta) (eV) = 9.92 / 9.92
- structure (SMILES) = N#C[C@H]1CCN1
- maximum force (hartree/bohr) = 0.0359
- multiplicity = 1

=====

- Which value of DFT total energy does entry 2 give?
  -2005.31556 hartree

=====

- Number 1 is which compound?
  C45H49ClF5I2MnN5O2SeSi2

=====

- Among the records above, which one has the lowest DFT total energy?
  C45H49ClF5I2MnN5O2SeSi2

=====

- Look up the maximum force of the third one.
  0.1138 hartree/bohr